Formula: C5H8S
Source: OMol25
Level of theory: wB97M-V/def2-TZVPD

The geometry in XYZ format:
```
14
Properties=species:S:1:pos:R:3:forces:R:3
C 1.766 0.716 -0.292 -0.9 3.5 -2.0
C 0.453 0.429 0.496 0.6 -1.9 -0.4
C 0.172 -1.114 0.538 -0.9 1.8 2.2
C -0.737 -0.172 -0.323 2.9 0.4 -1.5
C -2.187 -0.226 -0.076 -2.2 2.6 1.2
S -3.362 -0.759 -1.087 1.1 0.0 0.5
H 1.732 0.170 -1.420 0.4 1.3 3.4
H 2.837 0.657 0.307 -3.1 -0.1 -1.6
H 1.463 1.931 -0.542 1.9 -3.0 0.2
H 0.217 1.135 1.367 0.5 -1.6 -1.0
H 0.657 -1.903 -0.078 0.2 0.9 1.1
H -0.064 -1.233 1.682 -0.3 -0.9 -2.7
H -0.265 -0.024 -1.447 -2.2 -1.2 2.5
H -2.683 0.393 0.875 1.9 -1.8 -2.0
```
Forces are in eV/Å.

Summary:
Total energy, eV: -16145.327
Max |F|, eV Å⁻¹: 4.14
Relative energy (zero: lowest compared OMol25 entry of this formula, charge and spin), kcal per mole: 99.4
SMILES: C[C@@H]1C[C@H]1C=S
Highest occupied orbital energy, eV: -8.540
LUMO energy, Eh: -0.006

Formula: C3H12NNbO3P
Source: OMol25
Level of theory: wB97M-V/def2-TZVPD

The geometry in XYZ format:
```
21
Properties=species:S:1:pos:R:3:forces:R:3
N 2.712 -1.828 0.811 -0.6 0.6 -1.1
P 2.037 -0.424 1.302 1.3 -0.7 0.3
Nb 1.231 0.829 -0.789 -4.4 1.2 0.5
O -0.105 1.880 0.460 3.1 -0.3 0.5
C -0.267 -0.809 -1.299 -0.6 -1.4 -0.8
C -1.615 -0.842 -0.366 0.5 -2.5 -0.4
O -2.514 0.312 -0.527 -1.2 0.1 4.7
C -3.195 0.647 0.759 -3.8 4.0 -1.2
O -4.180 1.552 0.835 6.3 -5.8 -0.9
H 2.608 -1.790 -0.242 0.3 -0.2 1.5
H 3.005 0.390 2.043 -0.9 -0.6 0.2
H 0.907 -0.636 2.217 0.9 0.4 -0.1
H 2.483 2.116 -0.514 0.6 0.0 -0.3
H 2.457 -0.036 -1.833 0.1 0.2 0.3
H 0.644 1.744 -2.257 0.5 0.3 0.0
H 0.494 2.286 1.179 -1.5 -0.7 -1.5
H 0.282 -1.853 -1.124 -1.3 2.0 -0.3
H -0.531 -0.772 -2.462 0.3 -0.2 2.5
H -2.238 -1.796 -0.720 1.1 2.0 0.8
H -1.316 -1.056 0.766 -0.6 0.8 -2.3
H -2.877 0.097 1.761 -0.2 0.9 -2.4
```
Forces are in eV/Å.

Summary:
Total energy, eV: -21770.378
Max |F|, eV Å⁻¹: 8.60
Total charge: -1
Highest occupied orbital energy, eV: -4.702
LUMO energy, Eh: 0.070

Formula: C30H56ClF8N3O2PS
Source: OMol25
Level of theory: wB97M-V/def2-TZVPD

The geometry in XYZ format:
```
102
Properties=species:S:1:pos:R:3:forces:R:3
C -3.608 0.785 4.705 0.1 0.4 0.4
C -2.651 1.984 4.625 0.1 -0.4 -0.1
C -2.353 2.407 3.196 -0.4 0.4 -0.2
C -3.608 2.898 2.458 0.7 -0.2 -0.7
C -3.242 3.579 1.110 -0.1 0.3 0.5
C -3.612 5.072 1.167 0.2 -0.4 -0.3
C -2.938 6.030 0.160 -0.4 -0.2 0.1
C -2.336 5.416 -1.102 0.3 0.4 -0.2
C -0.820 5.169 -1.065 -0.1 -0.1 0.0
C -0.359 4.202 -2.170 0.0 0.2 0.0
C 0.739 3.208 -1.784 0.4 0.2 0.0
C 0.246 1.849 -1.314 -0.2 0.3 -0.9
N 1.124 1.202 -0.343 0.1 -0.6 0.1
C 1.436 -0.069 -0.775 0.1 0.0 -0.8
N 1.999 -0.969 0.005 0.4 0.7 0.5
C 2.337 -2.338 -0.427 -0.2 -0.5 -1.0
C 1.172 -3.141 -1.057 0.0 0.2 0.6
C -0.236 -2.836 -0.521 -0.3 -0.1 -0.5
C -1.267 -2.849 -1.662 0.3 -0.3 0.5
C -2.713 -2.854 -1.158 0.1 -0.3 -0.9
C -3.700 -2.253 -2.158 -0.2 0.4 0.3
C -3.451 -0.771 -2.462 -0.1 -0.4 -0.2
C -4.685 -0.030 -3.015 0.5 0.6 0.1
C -4.520 0.458 -4.455 -0.4 -0.2 -0.1
O -4.964 -0.525 -5.384 0.0 0.2 0.1
C -6.320 -0.324 -5.769 0.4 -0.1 -0.1
P 2.425 -0.547 1.669 0.0 -0.9 1.2
S 2.386 -2.032 2.882 -0.2 0.3 -0.2
N 1.084 -0.298 -2.084 0.3 0.0 0.6
C 2.195 -0.473 -3.050 -0.5 -0.4 -0.4
C 0.082 0.707 -2.382 -1.2 0.7 -0.1
Cl -0.012 1.228 -4.071 0.3 0.0 0.1
H -4.637 1.143 4.707 -0.1 -0.2 -0.3
H -3.441 0.088 3.885 -0.1 0.0 -0.1
H -3.464 0.243 5.639 0.0 0.0 0.0
H -3.095 2.840 5.137 0.1 0.0 0.2
H -1.728 1.733 5.150 0.1 0.1 0.0
H -1.617 3.217 3.174 0.1 0.0 0.1
H -1.945 1.584 2.600 0.2 -0.1 0.2
H -4.241 2.035 2.247 -0.2 0.1 0.2
H -4.142 3.611 3.083 -0.2 -0.1 0.1
H -2.165 3.486 0.928 0.0 -0.1 0.0
H -3.747 3.064 0.292 0.0 0.1 -0.1
H -3.374 5.409 2.175 -0.1 0.1 0.1
H -4.693 5.141 1.042 -0.1 0.0 0.2
H -2.183 6.613 0.688 0.1 0.1 -0.1
H -3.713 6.723 -0.164 0.1 0.2 0.1
H -2.862 4.516 -1.424 -0.1 0.0 0.1
H -2.470 6.158 -1.892 -0.2 -0.2 -0.2
H -0.470 4.836 -0.084 -0.2 -0.1 0.1
H -0.361 6.142 -1.240 0.3 0.0 0.2
H 0.041 4.791 -2.993 -0.2 0.0 -0.2
H -1.239 3.679 -2.550 0.1 -0.2 -0.1
H 1.406 3.114 -2.641 0.2 -0.3 0.1
H 1.315 3.642 -0.960 0.1 0.0 -0.1
H -0.765 2.006 -0.938 0.2 -0.2 0.6
H 1.976 1.696 -0.094 -0.3 0.3 0.3
H 2.754 -2.898 0.401 -0.1 0.4 0.4
H 3.133 -2.255 -1.161 0.2 -0.1 0.1
H 1.206 -3.049 -2.140 -0.1 0.1 -0.1
H 1.388 -4.183 -0.824 0.1 -0.1 -0.2
H -0.297 -1.886 0.015 0.0 0.1 0.0
H -0.551 -3.604 0.186 0.2 0.0 0.2
H -1.057 -2.032 -2.353 -0.1 0.1 0.0
H -1.086 -3.774 -2.214 -0.1 0.1 -0.2
H -3.001 -3.900 -1.042 0.0 0.0 0.4
H -2.803 -2.359 -0.190 0.0 0.1 0.0
H -3.725 -2.823 -3.088 0.1 -0.1 0.0
H -4.698 -2.330 -1.720 0.0 -0.1 0.0
H -2.654 -0.679 -3.205 0.1 0.0 0.0
H -3.094 -0.289 -1.545 -0.1 0.1 0.1
H -5.582 -0.643 -2.951 -0.1 0.0 0.0
H -4.843 0.856 -2.393 -0.2 0.0 0.0
H -5.073 1.390 -4.604 -0.1 0.0 -0.1
H -3.474 0.683 -4.672 0.1 -0.1 0.0
H -6.941 -0.029 -4.921 -0.1 0.0 0.0
H -6.696 -1.258 -6.181 0.0 0.0 0.0
H -6.361 0.442 -6.548 -0.2 0.1 0.1
H 3.667 0.103 1.554 -0.1 0.1 -0.3
H 1.524 0.455 2.038 0.0 0.2 -0.5
H 2.593 0.500 -3.331 0.2 0.0 0.1
H 2.961 -1.131 -2.665 0.1 0.1 0.2
H 1.791 -0.952 -3.939 0.0 0.1 0.0
H -0.916 0.312 -2.211 0.2 -0.5 0.0
C 8.157 -3.564 4.391 0.3 0.5 0.3
C 8.355 -5.089 4.407 -0.5 0.1 0.1
C 8.982 -5.739 3.171 0.2 -0.3 0.0
F 8.224 -5.543 2.070 0.0 0.1 0.1
F 9.071 -7.070 3.382 0.0 0.1 0.0
F 7.187 -5.693 4.712 0.1 0.0 -0.1
F 9.223 -5.341 5.425 0.1 0.0 0.0
O 6.868 -3.065 4.060 -0.2 -0.5 -0.3
C 6.477 -2.859 2.768 0.5 0.2 0.3
C 5.305 -3.763 2.380 -0.3 -0.3 0.1
F 5.616 -5.061 2.524 0.1 0.1 -0.1
F 5.003 -3.550 1.065 0.0 0.1 0.0
F 7.500 -2.954 1.899 -0.1 0.0 0.0
F 6.011 -1.582 2.686 0.0 0.0 -0.1
H 8.290 -3.259 5.427 -0.1 -0.1 0.0
H 8.940 -3.060 3.825 0.0 -0.2 -0.2
H 9.986 -5.344 2.993 0.0 0.0 0.0
H 4.427 -3.528 2.987 0.3 0.0 -0.1
```
Forces are in eV/Å.

Summary:
Total energy, eV: -94963.459
Max |F|, eV Å⁻¹: 1.45
Relative energy (zero: lowest compared OMol25 entry of this formula, charge and spin), kcal per mole: 0.0
Total charge: +1
Highest occupied orbital energy, eV: -11.478
LUMO energy, Eh: -0.123

Formula: C5H8O
Source: OMol25
Level of theory: wB97M-V/def2-TZVPD

The geometry in XYZ format:
```
14
Properties=species:S:1:pos:R:3:forces:R:3
C -2.154 0.052 -0.489 0.1 0.1 0.0
C -1.169 0.938 -0.595 -0.2 -0.2 0.0
C -0.024 1.032 0.391 0.0 0.0 0.1
C 1.083 0.081 0.009 0.1 -0.1 0.0
C 1.327 -1.041 0.680 -0.2 0.3 0.1
O 2.218 -2.013 0.347 0.1 0.0 -0.2
H -2.201 -0.637 0.352 0.0 0.1 -0.1
H -2.936 -0.042 -1.236 0.1 0.1 0.1
H -1.131 1.599 -1.461 0.0 -0.1 0.1
H -0.386 0.779 1.396 0.1 0.0 -0.2
H 0.349 2.064 0.437 -0.1 -0.2 0.0
H 1.636 0.291 -0.909 -0.1 0.0 0.1
H 0.804 -1.295 1.600 0.1 0.1 -0.1
H 2.586 -1.808 -0.522 0.0 -0.1 0.1
```
Forces are in eV/Å.

Summary:
Total energy, eV: -7360.700
Max |F|, eV Å⁻¹: 0.37
Relative energy (zero: lowest compared OMol25 entry of this formula, charge and spin), kcal per mole: 35.9
SMILES: C=CC/C=C/O
Highest occupied orbital energy, eV: -8.707
LUMO energy, Eh: 0.037

Formula: C55H41N3O34S
Source: OMol25
Level of theory: wB97M-V/def2-TZVPD

The geometry in XYZ format:
```
134
Properties=species:S:1:pos:R:3:forces:R:3
N -8.697 -11.827 -5.378 0.3 -0.2 -0.3
C -7.643 -12.067 -6.398 -0.1 0.2 0.9
C -7.178 -10.710 -6.964 0.5 -0.7 -0.2
C -5.968 -10.159 -6.205 -2.9 0.2 -1.1
C -6.101 -8.865 -5.668 1.9 -0.1 0.8
C -4.981 -8.402 -4.983 -1.5 -0.1 -1.0
C -4.937 -7.025 -4.337 0.7 1.7 1.2
O -4.174 -6.164 -4.790 0.0 -1.2 -0.6
O -5.685 -6.918 -3.341 -0.5 -0.8 -0.4
C -3.934 -9.310 -4.926 2.0 1.2 1.5
N -3.915 -10.511 -5.453 -1.0 -0.3 0.0
S -2.544 -11.557 -5.275 0.4 -0.1 -0.1
N -4.955 -10.975 -6.131 0.6 -0.2 0.1
H -8.851 -12.713 -4.904 -0.3 0.1 0.0
H -8.281 -11.235 -4.661 -0.2 0.1 0.0
H -8.013 -12.735 -7.179 -0.1 0.2 0.1
H -6.819 -12.582 -5.883 0.2 0.1 -0.7
H -8.015 -10.007 -6.951 0.2 -0.1 0.2
H -6.896 -10.830 -8.018 0.1 0.0 0.2
H -6.994 -8.260 -5.754 0.0 -0.2 -0.1
H -3.045 -9.011 -4.374 -0.1 -0.2 -0.1
H -3.155 -12.600 -4.658 -0.2 0.5 -0.2
C -4.198 -9.040 0.960 -0.1 0.2 -0.2
C -4.190 -8.547 2.205 0.2 -0.6 0.1
C -4.655 -7.144 2.491 -0.4 0.4 -0.3
O -4.651 -6.741 3.650 -0.2 -0.3 0.0
C -5.084 -6.326 1.383 0.2 -0.2 0.3
C -5.095 -6.807 0.121 -0.3 0.8 -0.2
C -4.654 -8.230 -0.165 0.2 -0.3 0.3
O -4.680 -8.660 -1.298 0.0 0.1 -0.2
O -5.490 -6.039 -0.877 0.3 -1.0 0.2
O -3.767 -9.279 3.237 -0.8 0.2 -0.4
H -3.868 -10.046 0.742 0.0 0.0 0.0
H -5.396 -5.316 1.609 0.0 0.0 -0.1
H -5.455 -6.533 -1.750 -0.1 0.3 -0.3
H -3.847 -8.715 4.025 0.2 0.0 0.1
C -0.174 -4.870 3.507 0.3 0.0 0.0
C -1.288 -5.585 3.730 -0.3 0.7 -0.2
C -1.219 -7.047 4.079 0.4 -0.1 0.0
O -2.258 -7.634 4.291 0.6 0.3 0.5
C 0.089 -7.683 4.141 -0.2 0.0 0.0
C 1.195 -6.965 3.913 0.0 -0.5 0.1
C 1.130 -5.500 3.592 -0.5 0.5 -0.1
O 2.174 -4.896 3.413 0.4 -0.9 0.1
O 2.413 -7.503 3.957 0.0 0.4 -0.1
O -2.500 -5.039 3.654 0.3 -0.8 0.2
H -0.202 -3.819 3.258 0.0 0.0 0.0
H 0.122 -8.738 4.376 0.0 0.0 0.0
H 3.030 -6.774 3.759 0.1 0.0 0.0
H -3.169 -5.746 3.848 0.1 0.4 -0.1
C 1.880 -0.333 1.668 0.0 -0.2 0.1
C 2.223 0.289 0.535 -0.3 0.2 0.4
C 3.019 -0.398 -0.531 0.3 -0.7 -0.2
O 3.287 0.214 -1.550 -0.1 0.4 0.1
C 3.438 -1.772 -0.297 -0.2 0.1 -0.3
C 3.098 -2.396 0.836 0.3 -0.4 -0.5
C 2.284 -1.717 1.891 -0.2 0.5 0.1
O 1.998 -2.349 2.889 0.0 0.3 -0.1
O 3.461 -3.653 1.098 -0.2 0.3 0.4
O 1.878 1.556 0.285 0.3 -0.2 -0.3
H 1.306 0.152 2.445 0.0 0.0 0.0
H 4.026 -2.252 -1.066 0.0 0.0 0.0
H 3.083 -3.866 1.979 0.0 -0.2 0.0
H 2.246 1.760 -0.597 -0.1 0.1 0.0
C 1.804 7.328 2.156 0.0 0.0 -0.3
C 2.007 6.558 3.237 -0.1 0.6 0.1
C 2.409 5.114 3.109 0.1 -0.4 -0.4
O 2.598 4.466 4.122 -0.1 0.2 0.2
C 2.548 4.559 1.771 0.1 -0.1 0.3
C 2.342 5.329 0.698 0.1 -0.6 -0.1
C 1.968 6.773 0.825 -0.2 0.5 0.5
O 1.815 7.418 -0.200 0.1 -0.2 0.4
O 2.456 4.861 -0.548 -0.1 0.5 0.1
O 1.867 7.017 4.472 0.4 -0.3 -0.5
H 1.517 8.367 2.233 0.0 0.0 0.0
H 2.820 3.516 1.688 0.0 0.0 0.0
H 2.255 5.616 -1.137 -0.1 0.0 -0.1
H 2.067 6.265 5.062 -0.2 0.1 0.3
C 5.041 9.176 -3.609 0.1 0.1 -0.2
C 4.077 8.631 -2.854 0.5 0.2 0.3
C 2.788 8.149 -3.452 -0.2 -0.1 -0.6
O 1.964 7.646 -2.712 0.2 0.0 -0.4
C 2.590 8.315 -4.885 -0.1 -0.1 0.2
C 3.551 8.863 -5.638 -0.5 -0.1 -0.2
C 4.852 9.319 -5.045 0.3 0.1 0.5
O 5.695 9.793 -5.784 -0.2 0.0 -0.3
O 3.413 9.036 -6.952 0.4 0.1 0.2
O 4.201 8.483 -1.538 -0.4 -0.2 -0.3
H 5.974 9.525 -3.191 0.0 0.0 0.0
H 1.650 7.981 -5.301 0.0 0.0 0.0
H 4.245 9.446 -7.253 0.0 0.0 -0.1
H 3.366 8.070 -1.230 0.0 0.1 0.2
C -1.635 5.868 6.553 0.3 0.0 0.0
C -2.757 5.176 6.789 0.0 0.5 -0.1
C -2.722 3.728 7.184 0.4 -0.5 0.1
O -3.773 3.158 7.403 -0.2 0.3 -0.1
C -1.424 3.074 7.280 -0.2 0.0 0.0
C -0.303 3.765 7.041 0.1 -0.5 0.1
C -0.340 5.220 6.673 -0.4 0.4 -0.1
O 0.713 5.804 6.485 0.1 -0.4 0.3
O 0.903 3.205 7.114 -0.1 0.5 -0.1
O -3.964 5.726 6.690 0.0 -0.4 0.1
H -1.648 6.911 6.271 0.0 0.0 0.0
H -1.412 2.027 7.548 0.0 0.0 0.0
H 1.542 3.909 6.896 0.1 -0.1 -0.1
H -4.597 5.017 6.911 -0.1 0.0 0.0
C 0.184 10.623 -2.851 0.1 0.2 0.1
C -0.676 10.332 -3.834 0.4 -0.3 0.1
C -1.843 11.222 -4.148 -0.3 0.5 0.2
O -2.580 10.915 -5.066 0.1 -0.3 -0.1
C -2.039 12.412 -3.333 -0.1 -0.1 -0.2
C -1.181 12.702 -2.348 -0.4 0.3 -0.1
C 0.000 11.826 -2.051 0.3 -0.5 -0.1
O 0.755 12.151 -1.154 -0.2 0.3 0.1
O -1.322 13.778 -1.576 0.3 -0.3 0.1
O -0.553 9.242 -4.594 -0.4 0.3 -0.1
H 1.026 9.992 -2.614 0.0 0.0 0.0
H -2.892 13.036 -3.558 0.0 0.0 0.0
H -0.574 13.754 -0.949 0.0 0.0 0.0
H -1.301 9.277 -5.220 0.0 -0.1 -0.1
C 7.159 -0.733 2.182 -0.2 0.0 -0.1
C 8.448 -0.509 2.466 -0.3 -0.4 0.2
C 9.213 0.610 1.823 0.0 0.4 -0.4
O 10.377 0.776 2.135 0.0 -0.3 0.2
C 8.523 1.443 0.848 0.2 -0.1 0.1
C 7.235 1.217 0.562 0.3 0.4 -0.3
C 6.464 0.115 1.226 0.1 -0.4 0.3
O 5.290 -0.031 0.939 0.1 0.4 0.0
O 6.566 1.952 -0.326 -0.2 -0.3 0.3
O 9.125 -1.260 3.332 0.2 0.3 -0.2
H 6.596 -1.535 2.640 0.0 0.0 0.0
H 9.088 2.235 0.378 0.0 0.0 0.0
H 5.660 1.587 -0.351 0.0 0.0 -0.1
H 10.027 -0.888 3.356 0.0 0.0 0.0
```
Forces are in eV/Å.

Summary:
Total energy, eV: -142613.899
Max |F|, eV Å⁻¹: 3.16
Highest occupied orbital energy, eV: -8.948
LUMO energy, Eh: -0.071

Formula: C2H2Cl3F
Source: OMol25
Level of theory: wB97M-V/def2-TZVPD

The geometry in XYZ format:
```
8
Properties=species:S:1:pos:R:3:forces:R:3
F 0.063 0.563 1.602 0.4 -0.2 0.4
C -0.117 -0.355 0.626 -1.0 0.9 -0.4
Cl -1.823 -0.812 0.688 -0.1 -0.3 0.0
Cl 0.914 -1.744 0.883 0.2 -0.1 0.1
C 0.225 0.321 -0.696 0.9 -0.4 -0.1
Cl -0.705 1.788 -1.022 -0.1 -0.3 0.0
H 1.258 0.646 -0.563 0.0 -0.1 -0.2
H 0.186 -0.408 -1.519 -0.3 0.5 0.3
```
Forces are in eV/Å.

Summary:
Total energy, eV: -42391.275
Max |F|, eV Å⁻¹: 1.37
Relative energy (zero: lowest compared OMol25 entry of this formula, charge and spin), kcal per mole: 0.0
SMILES: FC(Cl)(Cl)CCl
Highest occupied orbital energy, eV: -11.261
LUMO energy, Eh: 0.026

Formula: C4H30NO11
Source: OMol25
Level of theory: wB97M-V/def2-TZVPD

The geometry in XYZ format:
```
46
Properties=species:S:1:pos:R:3:forces:R:3
C -1.534 0.084 0.054 5.1 0.2 -0.4
O -0.562 0.809 0.807 -0.1 -0.2 0.1
C -0.944 -1.359 -0.315 -1.1 1.7 -0.8
C -2.108 -2.053 -1.105 2.2 0.1 -1.9
C -1.662 -3.481 -1.270 -1.9 -4.3 1.2
N -0.790 -3.880 -2.371 0.1 0.0 1.1
H -2.373 0.057 0.660 -2.2 -0.6 0.7
H -1.623 0.667 -0.856 -0.9 -0.2 -0.6
H 0.013 -1.347 -0.927 -1.1 0.5 0.3
H -0.572 -1.849 0.600 -0.7 -0.2 -0.9
H -3.058 -1.874 -0.631 -0.3 -0.3 0.3
H -2.166 -1.668 -2.204 0.0 0.0 1.9
H -2.430 -4.317 -1.522 -0.1 1.9 0.9
H -1.379 -3.882 -0.210 0.4 0.7 -1.8
H -0.025 -3.290 -2.600 0.4 0.5 -0.3
H -1.364 -4.181 -3.136 0.4 0.3 -0.5
H 2.199 2.406 1.410 -0.4 -1.1 0.7
H 2.794 3.418 0.715 0.5 1.4 -1.4
O 2.860 3.066 1.581 0.1 0.0 0.9
H 1.807 0.010 -0.082 0.2 0.2 0.1
H 1.112 1.235 0.406 -0.9 -0.3 -0.4
O 1.903 0.972 -0.098 0.5 -0.1 0.3
H 0.539 1.912 -1.890 0.1 1.0 0.8
H 0.551 0.657 -2.513 0.4 -0.2 -0.5
O 0.962 1.526 -2.650 -0.6 -0.9 -0.5
H -2.189 -0.842 3.395 0.5 1.2 -0.1
H -1.071 0.205 3.286 1.7 0.0 -0.7
O -1.952 0.102 3.568 -2.4 -0.2 1.2
H -0.855 2.061 1.846 1.2 0.6 -0.6
H -1.903 2.728 2.331 -0.9 1.0 0.8
O -0.989 2.993 2.221 -0.4 -1.7 -0.2
H 3.161 1.597 -1.668 -0.2 0.1 0.6
H 4.452 1.839 -0.834 0.3 0.8 2.4
O 4.117 1.527 -1.627 -0.1 -1.0 -3.2
H 0.157 -0.169 1.584 -0.1 0.6 0.1
H 1.328 -0.287 2.670 0.1 0.0 0.1
O 0.649 -0.808 2.237 0.2 -0.7 0.1
H -1.087 -1.928 2.017 -1.9 0.8 0.4
H -1.637 -2.828 2.893 -0.7 -1.0 1.0
O -2.021 -2.138 2.358 2.3 -0.8 -0.9
H 1.831 -0.974 -4.170 0.3 -0.5 -0.6
H 3.008 -0.438 -3.584 1.1 0.6 0.6
O 2.794 -1.110 -4.221 -1.3 0.0 0.0
H -0.492 4.984 0.644 -0.7 -1.1 0.2
H 0.362 4.634 1.945 -0.4 -2.2 1.3
O 0.186 5.216 1.256 1.2 3.5 -1.7
```
Forces are in eV/Å.

Summary:
Total energy, eV: -28647.193
Max |F|, eV Å⁻¹: 5.16
Relative energy (zero: lowest compared OMol25 entry of this formula, charge and spin), kcal per mole: 85.7
Total charge: -1
Highest occupied orbital energy, eV: -5.876
LUMO energy, Eh: 0.098